Computed, not measured: a structure of composition C2H2O2Ru, with ωB97M-V/def2-TZVPD.

XYZ file:
```
7
Properties=species:S:1:pos:R:3:forces:R:3
H -1.932 -0.192 -0.885 -0.132 2.374 1.092
O 0.558 -1.323 0.499 -3.903 -2.365 0.181
C -0.757 -1.048 0.292 2.542 -1.352 3.559
C -1.150 0.208 -0.118 -0.038 -0.698 -4.239
O -0.208 1.103 -0.472 -4.008 0.253 -0.153
H -1.494 -1.701 0.780 0.331 -0.343 -0.916
Ru 1.375 0.342 0.222 5.209 2.131 0.475
```
Positions in Å, forces in eV/Å.

Values from the calculation:
- ⟨S²⟩: 8.76
- Spin multiplicity: 6
- E: -322.26073 Eh
- Charge: +1

Results of the Löwdin charge analysis, in e, for atoms 1 through 2:
1 H 0.19
2 O -0.24